# 1
Density functional theory data (wB97M-V/def2-TZVPD) for a molecular structure, H6O3Tl.

Geometry as XYZ:
```
10
Properties=species:S:1:pos:R:3
Tl 0.3557 -0.5289 0.4737
O -1.1056 1.3987 -1.0461
H -0.7461 1.8688 -1.8441
H -1.6638 2.0728 -0.5715
O -0.1871 -1.2875 -2.1235
H 0.5391 -1.1547 -2.7889
H -0.6903 -2.0889 -2.4399
O 1.0680 -0.1506 3.0748
H 1.8423 -0.5469 3.5427
H 0.5878 0.4172 3.7229
```

Max |F|: 0.9 eV/Å
Charge: +3
DFT total energy: -400.23607 hartree
HOMO level: -26.332 eV
2S+1: 1
Energy above the lowest of the compared OMol25 structures with the same formula, charge and spin: 32.14 kcal/mol



# 2
Density functional theory data (wB97M-V/def2-TZVPD) for a molecular structure, C28H47Cl2N2PSV at a distorted geometry.

Geometry as XYZ:
```
82
Properties=species:S:1:pos:R:3
P -1.1328 -1.9553 -1.0271
C -0.0624 -2.8792 -2.2417
C -0.3664 -4.3693 -2.4508
C 0.7805 -5.0015 -3.2525
C 1.0585 -4.2545 -4.5646
C 1.2631 -2.7482 -4.3614
C 0.1042 -2.1284 -3.5713
C -2.7680 -1.5754 -1.8268
C -3.4563 -2.7720 -2.4813
C -4.8778 -2.3804 -2.9108
C -4.8910 -1.1416 -3.8181
C -4.1146 0.0350 -3.2121
C -2.7042 -0.3808 -2.7879
C -1.5327 -3.1812 0.3296
C -0.2672 -3.6140 1.0831
C -0.5889 -4.6787 2.1375
C -1.6758 -4.2226 3.1203
C -2.9243 -3.7193 2.3843
C -2.5899 -2.6764 1.3157
H 0.9165 -2.8186 -1.7232
H -1.3257 -4.5126 -2.9739
H -0.4624 -4.8794 -1.4815
H 0.5451 -6.0525 -3.4597
H 1.6868 -4.9818 -2.6296
H 1.9359 -4.6857 -5.0589
H 0.2079 -4.4061 -5.2424
H 2.1952 -2.5724 -3.8056
H 1.3577 -2.2449 -5.3317
H 0.2957 -1.0597 -3.3863
H -0.8216 -2.1873 -4.1681
H -3.3729 -1.2506 -0.9615
H -5.4706 -2.1674 -2.0106
H -3.4892 -3.6265 -1.7875
H -2.8753 -3.0930 -3.3617
H -5.3509 -3.2267 -3.4221
H -5.9255 -0.8426 -4.0219
H -4.4438 -1.4044 -4.7873
H -4.0517 0.8599 -3.9336
H -4.6526 0.4159 -2.3316
H -2.1814 0.4577 -2.3075
H -2.1136 -0.6439 -3.6778
H -1.9448 -4.0476 -0.2247
H 0.4921 -4.0007 0.3850
H 0.1961 -2.7349 1.5608
H -0.9430 -5.5848 1.6285
H 0.3242 -4.9476 2.6810
H -1.2821 -3.4213 3.7612
H -1.9484 -5.0516 3.7842
H -3.6376 -3.2883 3.0979
H -3.4161 -4.5732 1.9012
H -3.5108 -2.3908 0.7908
H -2.2204 -1.7632 1.8009
V 0.1821 -0.0353 -0.0673
Cl -2.0360 0.4526 0.5630
Cl 2.0571 -1.2779 0.0499
C 0.4061 0.8212 -1.6956
H 1.3132 0.3035 -2.1311
C 0.0106 2.0196 -2.4295
C -1.1502 2.7600 -2.0662
C -1.5579 3.8728 -2.7945
C -0.8053 4.3282 -3.8790
C 0.3817 3.6635 -4.2152
C 0.7851 2.5406 -3.5111
H -1.6907 2.4530 -1.1650
H -2.4628 4.4103 -2.5086
H 1.0005 4.0521 -5.0293
H 1.7387 2.0519 -3.7379
H -1.1201 5.2024 -4.4432
C 2.2851 2.7564 4.9404
N 1.3780 2.5965 3.7977
C 1.7521 2.3712 2.5154
S 0.5772 1.6639 1.4360
N 2.9205 2.8741 2.0527
C 3.3516 4.2301 2.4193
H 3.3126 2.9339 4.6032
H 2.2190 1.8671 5.5847
H 1.9271 3.5993 5.5436
H 0.4607 2.2170 4.0397
H 3.1468 2.6162 1.0927
H 4.4034 4.1704 2.7047
H 3.2849 4.9065 1.5576
H 2.7381 4.5871 3.2504
```

Max |F|: 3.4 eV/Å
Charge: -1
DFT total energy: -3808.67499 hartree
HOMO level (spin up / spin down): -2.776 / -2.691 eV
2S+1: 3
⟨S²⟩: 2.29
Energy above the lowest of the compared OMol25 structures with the same formula, charge and spin: 0.00 kcal/mol